Record 1
Formula: C37H56Cl2N6O6
Source: OMol25
Level of theory: ωB97M-V/def2-TZVPD

Results
SMILES ... [H]/N=C\C[C@@]1(CC(=O)Cl)NC(=O)[C@@](C#C)(COC(C)=O)[C@@]1(CCCCl)CCOC(=O)CC.CCCC#N.CCCC#N.CCCC#N.CCCC#N
Kohn-Sham gap ... 9.351 eV

Last columns: bonded neighbours and bond lengths (Å).
Cartesian coordinates (Å):
1 H -7.35524 4.74398 2.14458  C92 1.093
2 Cl -2.91320 -0.95946 -2.64120  C42 1.869
3 C 1.90979 0.17906 0.35090  H24 1.152, C34 1.616, H81 1.170, C98 1.611
4 C 1.18183 2.73166 -4.20957  C10 1.617, H15 1.150, H54 1.161, H83 1.166
5 H 6.16928 -0.85742 1.80520  C102 1.147
6 H 0.34871 -0.56709 -3.75693  N105 1.037
7 O 2.51005 -3.71047 1.66028  C78 1.272
8 H 3.60016 -6.49972 4.03184  C91 1.095
9 C 3.99342 0.78503 -1.64839  H35 1.155, C66 1.607, H68 1.148, O72 1.486
10 C 2.71797 2.42901 -4.61527  C4 1.617, H60 1.164, C67 1.627, H96 1.154
11 H 3.11282 -0.84871 -2.90419  C66 1.164
12 H -6.75480 -3.01066 -0.39827  C25 1.094
13 H -0.82291 -2.81133 -2.37660  C31 1.169
14 H 0.08980 -3.54033 0.10941  N51 1.031
15 H 1.12034 2.75857 -3.06150  C4 1.150
16 H 1.49239 -3.23497 -4.24918  C95 1.169
17 H 2.05894 -5.89560 0.43777  C43 1.151
18 H -1.48043 -1.98587 -0.41271  C58 1.168
19 C 4.31028 -1.81950 0.53274  C21 1.622, C102 1.324
20 H -0.89902 8.17842 -0.68624  C53 1.094
21 C 3.01525 -2.12718 -0.39338  C19 1.622, C28 1.612, C34 1.613, C78 1.648
22 C 4.12921 -5.80693 5.99371  H26 1.095, H38 1.093, H65 1.093, C91 1.525
23 H -5.12674 3.51140 -0.66931  C45 1.094
24 H 2.90373 0.47285 0.85320  C3 1.152
25 C -6.26324 -2.13331 0.03357  H12 1.094, C69 1.530, H101 1.095, C106 1.525
26 H 4.99994 -6.45892 6.11840  C22 1.095
27 H -7.90468 3.59796 0.92615  C92 1.094
28 C 3.64694 -3.13150 -1.48456  C21 1.612, H49 1.146, H56 1.150, O80 1.488
29 N -3.55839 -0.32055 1.39683  C59 1.198
30 H -6.65913 -0.73302 1.65613  C106 1.093
31 C 0.33504 -2.70567 -2.25129  H13 1.169, C57 1.603, H61 1.169, C95 1.592
32 C 1.68570 2.67081 1.06506  H76 1.148, H85 1.168, C98 1.648, Cl104 1.839
33 C -1.99595 6.61387 2.16196  N73 1.198, C88 1.507
34 C 2.02767 -0.92651 -0.82160  C3 1.616, C21 1.613, C57 1.604, C66 1.606
35 H 3.72516 1.71805 -1.02178  C9 1.155
36 H -7.10774 -2.41180 2.01592  C106 1.095
37 C -2.73866 8.78624 0.23812  H39 1.093, H40 1.093, H52 1.095, C53 1.525
38 H 4.31553 -4.87628 6.53660  C22 1.093
39 H -2.65894 9.81270 -0.12960  C37 1.093
40 H -3.21235 8.83039 1.22262  C37 1.093
41 H -0.39829 6.26195 0.79546  C88 1.093
42 C -1.45402 -0.20111 -1.75373  Cl2 1.869, O55 1.265, C58 1.604
43 C 2.31218 -6.17757 -0.64948  H17 1.151, C70 1.607, H75 1.168, H84 1.169
44 H -2.01451 6.07935 0.09715  C88 1.094
45 C -5.30997 2.77302 0.11697  H23 1.094, C47 1.530, C62 1.507, H86 1.094
46 O 3.90122 3.58186 -2.75968  C67 1.281
47 C -5.78126 3.46006 1.40066  C45 1.530, H89 1.094, C92 1.525, H93 1.095
48 H -8.10212 -1.42920 0.92743  C106 1.093
49 H 2.90999 -3.61287 -2.21776  C28 1.146
50 C 5.35126 -3.57532 4.41267  C79 1.507, N90 1.198
51 N 0.76891 -2.76460 0.13680  H14 1.031, C57 1.534, C78 1.475
52 H -3.39882 8.23259 -0.43754  C37 1.095
53 C -1.35917 8.13909 0.30594  H20 1.094, C37 1.525, H71 1.095, C88 1.530
54 H 0.80984 3.76563 -4.58496  C4 1.161
55 O -1.11805 0.95361 -2.14649  C42 1.265
56 H 4.52296 -2.59129 -1.99788  C28 1.150
57 C 0.66370 -1.74880 -1.00819  C31 1.603, C34 1.604, N51 1.534, C58 1.649
58 C -0.77781 -1.06858 -0.58667  H18 1.168, C42 1.604, C57 1.649, H99 1.154
59 C -4.11798 -1.28384 0.95524  N29 1.198, C69 1.509
60 H 3.05578 3.29292 -5.31925  C10 1.164
61 H 0.68856 -3.78220 -1.96491  C31 1.169
62 C -6.35670 1.79730 -0.35571  C45 1.507, N100 1.198
63 H 2.96324 -4.90706 4.43213  C91 1.095
64 H -6.95527 5.01602 0.44025  C92 1.095
65 H 3.27075 -6.29171 6.46640  C22 1.093
66 C 2.75524 -0.16348 -2.03327  C9 1.607, H11 1.164, C34 1.606, H103 1.170
67 C 3.74954 2.45897 -3.35701  C10 1.627, O46 1.281, O72 1.437
68 H 4.88861 0.26495 -1.15245  C9 1.148
69 C -4.82332 -2.49659 0.40036  C25 1.530, C59 1.509, H82 1.094, H94 1.094
70 C 3.61664 -5.45796 -1.25265  C43 1.607, O74 1.290, O80 1.452
71 H -0.72491 8.72633 0.97863  C53 1.095
72 O 4.51537 1.31999 -2.93222  C9 1.486, C67 1.437
73 N -2.46458 6.55905 3.26271  C33 1.198
74 O 4.11113 -5.97793 -2.32456  C70 1.290
75 H 2.41800 -7.34037 -0.65798  C43 1.168
76 H 2.21433 2.19626 1.96715  C32 1.148
77 H 4.77958 -4.75646 2.73238  C79 1.094
78 C 2.12344 -3.02912 0.65855  O7 1.272, C21 1.648, N51 1.475
79 C 5.02706 -4.90739 3.78721  C50 1.507, H77 1.094, C91 1.530, H107 1.094
80 O 4.23672 -4.25984 -0.71450  C28 1.488, C70 1.452
81 H 1.27210 -0.31764 1.19743  C3 1.170
82 H -4.28748 -2.84913 -0.48576  C69 1.094
83 H 0.45696 1.92638 -4.64159  C4 1.166
84 H 1.35310 -5.96104 -1.28119  C43 1.169
85 H 2.44315 3.35396 0.49626  C32 1.168
86 H -4.37602 2.23393 0.30044  C45 1.094
87 H 1.40694 2.00306 -1.05241  C98 1.144
88 C -1.40661 6.68380 0.77687  C33 1.507, H41 1.093, H44 1.094, C53 1.530
89 H -4.99799 4.13983 1.75001  C47 1.094
90 N 5.60858 -2.51653 4.90988  C50 1.198
91 C 3.84586 -5.54992 4.51712  H8 1.095, C22 1.525, H63 1.095, C79 1.530
92 C -7.07331 4.24831 1.21193  H1 1.093, H27 1.094, C47 1.525, H64 1.095
93 H -5.93336 2.71293 2.18699  C47 1.095
94 H -4.80592 -3.29575 1.14748  C69 1.094
95 C 0.94160 -2.37251 -3.68488  H16 1.169, C31 1.592, N105 1.336
96 H 2.80108 1.46290 -5.24112  C10 1.154
97 H 0.01718 1.47399 0.17393  C98 1.166
98 C 1.16265 1.55487 -0.02842  C3 1.611, C32 1.648, H87 1.144, H97 1.166
99 H -0.73474 -0.52901 0.43244  C58 1.154
100 N -7.18844 1.02135 -0.73180  C62 1.198
101 H -6.26461 -1.35287 -0.73446  C25 1.095
102 C 5.32222 -1.44080 1.29851  H5 1.147, C19 1.324
103 H 1.95050 0.52898 -2.52603  C66 1.170
104 Cl 0.34560 3.76893 1.68097  C32 1.839
105 N 0.86176 -1.22809 -4.36920  H6 1.037, C95 1.336
106 C -7.07541 -1.64977 1.22999  C25 1.525, H30 1.093, H36 1.095, H48 1.093
107 H 5.90880 -5.55299 3.83996  C79 1.094

Record 2
Formula: C37H56ClF2N15O3PSSi
Source: OMol25
Level of theory: ωB97M-V/def2-TZVPD

Results
Kohn-Sham gap ... 5.964 eV
Charge ... +1

Last columns: bonded neighbours and bond lengths (Å).
Cartesian coordinates (Å):
1 H -1.45064 -3.66448 0.08776  C108 1.135
2 C -3.45399 5.40885 -5.19993  H13 1.093, C64 1.464, H79 1.093, H113 1.092
3 N -4.56677 -3.07850 -3.56835  C112 1.151
4 H 2.96327 -5.09522 -0.54950  C70 1.093
5 O 2.55032 5.66018 0.02331  H39 1.009, P49 1.827, N107 1.584
6 H -4.95895 1.26389 6.45766  C115 1.092
7 C 3.08594 9.11527 -2.23493  H55 1.092, C66 1.464, H92 1.093, H114 1.092
8 H 2.74727 3.14631 1.95860  C30 1.137
9 C 3.75219 1.14822 1.66083  H15 1.153, H23 1.142, C30 1.636, Si106 1.923
10 C 2.05680 -7.01240 -7.54175  H63 1.092, C73 1.464, H75 1.092, H116 1.093
11 C 6.83868 4.86267 2.80054  H27 1.092, H46 1.092, C50 1.464, H110 1.092
12 H -0.06509 -4.28810 -4.78294  C32 1.090
13 H -3.50253 5.90455 -4.22755  C2 1.093
14 S -5.25029 -2.77572 0.55601  H54 1.390, C96 1.865
15 H 4.53233 1.70219 2.30444  C9 1.153
16 H -4.48458 0.94312 8.12082  C115 1.092
17 H -4.09753 -5.69432 -5.50785  C77 1.093
18 H -3.43786 -4.37632 -4.54043  C77 1.095
19 H 1.28826 -3.90491 -3.72835  C32 1.093
20 C -0.72244 -2.38994 1.88732  C86 1.543, H101 1.141, C108 1.556
21 H -2.11120 -0.10869 2.71242  C24 1.142
22 N -6.78361 -1.14923 7.44247  C29 1.149
23 H 4.16552 0.85223 0.63775  C9 1.142
24 C -2.83349 0.42914 2.01035  H21 1.142, H51 1.144, C78 1.603, C80 1.582
25 H 5.74044 -1.16159 2.93040  C53 1.137
26 H -3.43765 3.14653 0.83575  N69 1.025
27 H 7.69555 5.00772 3.46198  C11 1.092
28 C -0.51377 0.29842 6.57509  C38 1.464, N97 1.150
29 C -5.88837 -0.43860 7.32430  N22 1.149, C115 1.464
30 C 2.45018 2.13092 1.54257  H8 1.137, C9 1.636, C37 1.605, H71 1.134
31 H -3.85938 -0.06076 6.81870  C115 1.092
32 C 0.67342 -4.72405 -4.10937  H12 1.090, H19 1.093, H65 1.092, C117 1.464
33 H 0.31837 -1.06801 3.52338  C86 1.140
34 N -0.61551 1.60942 0.90531  C62 1.433, C80 1.424
35 H -5.31152 -0.99281 2.22212  C96 1.147
36 F 3.28127 2.82350 -0.62069  C37 1.412
37 C 2.09840 2.35749 -0.00699  C30 1.605, F36 1.412, F57 1.438, N111 1.512
38 C 0.64651 0.28152 7.46811  C28 1.464, H44 1.092, H81 1.092, H90 1.092
39 H 2.00464 6.05740 0.77382  O5 1.009
40 H -2.68445 -1.08976 0.32687  C78 1.145
41 H -7.07057 -4.70718 -4.66500  C42 1.092
42 C -6.92949 -4.18957 -3.71347  H41 1.092, H52 1.092, H84 1.092, C112 1.464
43 H -4.09146 0.06792 0.15464  C78 1.149
44 H 1.33065 1.10509 7.25230  C38 1.092
45 O -2.60438 3.15620 -2.70579  N99 1.189
46 H 7.22383 4.50500 1.84311  C11 1.092
47 H 4.30806 -4.54418 -1.54289  C70 1.092
48 H 1.89927 0.36635 4.54961  C93 1.150
49 P 1.27561 4.84630 -1.00086  O5 1.827, Cl61 2.139, N111 1.778
50 C 5.86986 3.92696 3.37336  C11 1.464, N98 1.150
51 H -3.59868 0.98704 2.65304  C24 1.144
52 H -7.07773 -4.92408 -2.91867  C42 1.092
53 C 4.81373 -1.68512 2.52945  H25 1.137, H60 1.148, H85 1.137, Si106 1.932
54 H -6.20438 -2.14002 -0.22921  S14 1.390
55 H 3.96133 9.03218 -2.88293  C7 1.092
56 H -2.92551 -6.03401 -4.23941  C77 1.093
57 F 1.81696 1.08841 -0.62192  C37 1.438
58 N -4.19938 7.00501 -7.12936  C64 1.149
59 H -1.21553 5.64335 0.17176  C76 1.149
60 H 4.98054 -1.92311 1.41894  C53 1.148
61 Cl 2.04241 4.55102 -2.97629  P49 2.139
62 C -0.24072 2.83047 0.25477  N34 1.433, N102 1.426, N111 1.339
63 H 2.30206 -8.04035 -7.81778  C10 1.092
64 C -3.87167 6.30302 -6.28120  C2 1.464, N58 1.149
65 H 1.32261 -5.36238 -4.71221  C32 1.092
66 C 2.99102 7.98116 -1.31443  C7 1.464, N107 1.163
67 H -3.92385 -2.16259 2.52424  C96 1.135
68 H 4.25839 -6.20848 -0.97434  C70 1.092
69 N -2.47626 2.79617 0.78047  H26 1.025, C80 1.430, N102 1.367
70 C 4.04374 -5.17566 -0.69149  H4 1.093, H47 1.092, H68 1.092, C88 1.465
71 H 1.62273 1.61821 2.12516  C30 1.134
72 H -2.97774 5.16835 0.10599  C76 1.140
73 C 2.76178 -6.59929 -6.32741  C10 1.464, N109 1.150
74 N 5.34813 -4.47865 1.46442  C88 1.150
75 H 2.31542 -6.37693 -8.39133  C10 1.092
76 C -1.94060 4.85846 -0.25183  H59 1.149, H72 1.140, N102 1.474, O103 1.463
77 C -3.18818 -5.32426 -5.02795  H17 1.093, H18 1.095, H56 1.093, C82 1.463
78 C -3.49619 -0.54504 0.92349  C24 1.603, H40 1.145, H43 1.149, C96 1.602
79 H -2.42642 5.06405 -5.33749  C2 1.093
80 C -1.99328 1.53690 1.25622  C24 1.582, N34 1.424, N69 1.430
81 H 0.35078 0.37164 8.51566  C38 1.092
82 C -2.09853 -5.16364 -5.99148  C77 1.463, N87 1.152
83 H 0.90637 -3.39558 -1.23193  C89 1.139
84 H -7.72743 -3.44914 -3.62501  C42 1.092
85 H 4.59720 -2.66373 3.06730  C53 1.137
86 C 0.43470 -1.58358 2.51377  C20 1.543, H33 1.140, C91 1.557
87 N -1.23956 -5.03780 -6.74858  C82 1.152
88 C 4.77496 -4.78521 0.51584  C70 1.465, N74 1.150
89 C 0.77720 -2.91803 -0.20549  H83 1.139, C104 1.544, C108 1.530
90 H 1.21509 -0.64577 7.37010  C38 1.092
91 C 1.82112 -1.42601 1.82246  C86 1.557, C104 1.557, Si106 1.914
92 H 2.20778 9.18450 -2.88224  C7 1.093
93 C 2.92752 -0.13696 4.44440  H48 1.150, H94 1.151, H105 1.140, Si106 1.934
94 H 2.92068 -1.11037 5.05793  C93 1.151
95 N -0.46151 -6.05805 -2.16898  C117 1.150
96 C -4.44867 -1.55825 1.71966  S14 1.865, H35 1.147, H67 1.135, C78 1.602
97 N -1.42264 0.31170 5.87030  C28 1.150
98 N 5.10958 3.19126 3.82337  C50 1.150
99 N -2.97904 4.10450 -2.09347  O45 1.189, O103 1.382
100 H 2.90316 -2.09017 -0.16151  C104 1.138
101 H -1.74271 -2.51458 2.38174  C20 1.141
102 N -1.47791 3.53777 0.21234  C62 1.426, N69 1.367, C76 1.474
103 O -1.88401 4.85668 -1.71402  C76 1.463, N99 1.382
104 C 1.93721 -2.12895 0.43806  C89 1.544, C91 1.557, H100 1.138
105 H 3.68321 0.58705 4.89634  C93 1.140
106 Si 3.30388 -0.48089 2.57926  C9 1.923, C53 1.932, C91 1.914, C93 1.934
107 N 2.91534 7.07306 -0.59205  O5 1.584, C66 1.163
108 C -0.57066 -3.07790 0.50014  H1 1.135, C20 1.556, C89 1.530
109 N 3.31436 -6.27473 -5.37243  C73 1.150
110 H 6.39309 5.84439 2.62559  C11 1.092
111 N 0.92749 3.29163 -0.21056  C37 1.512, P49 1.778, C62 1.339
112 C -5.60697 -3.56733 -3.63065  N3 1.151, C42 1.464
113 H -4.08877 4.52169 -5.14405  C2 1.092
114 H 3.16845 10.06174 -1.69589  C7 1.092
115 C -4.74752 0.46674 7.17373  H6 1.092, H16 1.092, C29 1.464, H31 1.092
116 H 0.97293 -6.95905 -7.41402  C10 1.093
117 C 0.03803 -5.47144 -3.02331  C32 1.464, N95 1.150